Record 1
This record from OMol25 describes a molecular structure, C8H20Ag2ClO4. The level of theory is wB97M-V/def2-TZVPD.

Output
Net charge ... +1
F_max ... 7.262 eV/Å
Gap between HOMO and LUMO ... 6.617 eV
E ... -37313.297 eV

Geometry as XYZ:
```
35
C8H20Ag2ClO4 wB97M-V/def2-TZVPD
Ag 0.320 2.855 2.966
Ag 1.836 0.269 3.217
Cl -0.141 0.887 2.606
C 1.170 -1.533 0.837
O 1.686 -0.422 0.163
C 0.876 0.699 0.402
C 1.193 1.793 -0.565
O 2.619 1.875 -0.836
C 2.882 3.021 -1.711
H 1.548 -1.507 1.859
H 1.463 -2.414 0.265
H 0.082 -1.501 0.790
H 0.999 1.015 1.438
H -0.197 0.520 0.330
H 0.873 2.776 -0.220
H 0.673 1.619 -1.506
H 3.863 2.880 -2.164
H 2.651 3.996 -1.280
H 2.168 2.971 -2.533
C -0.239 -2.695 -1.402
O -1.644 -2.720 -1.604
C -2.354 -1.461 -1.538
C -2.233 -0.461 -0.386
O -2.392 -1.189 0.857
C -2.179 -0.394 2.024
H 0.273 -3.656 -1.435
H -0.018 -2.318 -0.403
H 0.326 -2.170 -2.172
H -3.414 -1.711 -1.572
H -2.148 -0.838 -2.408
H -2.909 0.386 -0.509
H -1.214 -0.081 -0.464
H -2.889 0.432 1.986
H -1.193 0.069 2.048
H -2.339 -0.993 2.920
```

Record 2
This record from OMol25 describes 2 unconnected molecules or ions with the total composition CHCl2NS2. The level of theory is wB97M-V/def2-TZVPD.

Output
F_max ... 2.132 eV/Å
ΔE to the lowest compared entry with this formula, charge and spin ... 235.4 kJ/mol
Gap between HOMO and LUMO (alpha / beta) ... 5.894 / 9.000 eV
E ... -49253.121 eV

Geometry as XYZ:
```
7
CHCl2NS2 wB97M-V/def2-TZVPD
C 1.143 1.120 -0.387
N -1.523 -0.935 0.613
S -0.054 2.076 -0.537
S 1.582 -0.424 0.108
Cl -1.866 -2.151 -0.515
Cl -2.291 0.497 0.383
H 3.009 -0.183 0.335
```

Record 3
This record from OMol25 describes a single BrFS molecule. The level of theory is wB97M-V/def2-TZVPD.

Output
F_max ... 3.506 eV/Å
ΔE to the lowest compared entry with this formula, charge and spin ... 34.0 kJ/mol
Gap between HOMO and LUMO (alpha / beta) ... 6.887 / 9.258 eV
E ... -83591.743 eV
Multiplicity ... 3

Geometry as XYZ:
```
3
BrFS wB97M-V/def2-TZVPD
F 0.452 -0.533 -0.451
S -0.605 0.691 0.086
Br -0.367 0.480 2.099
```

Record 4
This record from OMol25 describes a molecular structure, C2H10CsO4. The level of theory is wB97M-V/def2-TZVPD.

Output
Net charge ... +1
F_max ... 2.261 eV/Å
ΔE to the lowest compared entry with this formula, charge and spin ... 51.6 kJ/mol
Gap between HOMO and LUMO ... 9.464 eV
E ... -10967.631 eV

Geometry as XYZ:
```
17
C2H10CsO4 wB97M-V/def2-TZVPD
Cs -1.986 0.022 1.721
O 1.176 0.322 1.987
H 0.882 0.172 2.885
H 0.919 -0.469 1.514
O -2.995 2.654 3.334
H -2.245 3.232 3.474
H -2.823 1.897 3.894
C 0.983 -1.311 -2.537
C 0.494 0.104 -2.004
O -0.464 -0.015 -0.987
O 1.711 -2.045 -1.518
H 1.655 -1.208 -3.389
H 0.129 -1.880 -2.904
H 0.114 0.738 -2.805
H 1.336 0.604 -1.525
H -0.046 -0.650 -0.402
H 1.161 -2.166 -0.740
```

Record 5
This record from OMol25 describes 2 unconnected molecules or ions with the total composition C5H13N2O. The level of theory is wB97M-V/def2-TZVPD.

Output
Net charge ... +1
F_max ... 5.863 eV/Å
ΔE to the lowest compared entry with this formula, charge and spin ... 564.5 kJ/mol
Gap between HOMO and LUMO ... 3.129 eV
E ... -10412.346 eV

Geometry as XYZ:
```
21
C5H13N2O wB97M-V/def2-TZVPD
O 0.960 0.013 -0.425
C 0.056 0.338 -1.293
C -1.290 0.588 -1.034
C -1.833 0.533 0.377
C -2.385 -0.867 0.777
C -1.256 -1.887 0.622
N -0.190 -1.562 1.584
N 4.712 2.410 -0.661
H 0.360 0.475 -2.313
H -1.954 0.908 -1.854
H -1.024 0.825 1.100
H -2.615 1.325 0.515
H -3.223 -1.141 0.062
H -2.743 -0.809 1.842
H -1.665 -2.911 0.871
H -0.881 -1.840 -0.383
H 0.536 -0.997 1.122
H 0.261 -2.400 1.966
H 4.795 3.294 -1.143
H 3.860 1.908 -0.923
H 5.521 1.796 -0.809
```

Record 6
This record from OMol25 describes a gas-phase ion, C2H6NO (charge -1). The level of theory is wB97M-V/def2-TZVPD.

Output
Net charge ... -1
F_max ... 3.802 eV/Å
ΔE to the lowest compared entry with this formula, charge and spin ... 245.9 kJ/mol
Gap between HOMO and LUMO ... 5.068 eV
E ... -5705.788 eV

Geometry as XYZ:
```
10
C2H6NO wB97M-V/def2-TZVPD
C 0.084 0.856 1.292
O -0.266 0.921 -0.138
C -0.158 -0.430 -0.715
N -0.045 -0.413 -2.254
H -0.698 1.491 1.902
H 1.157 1.298 1.472
H 0.065 -0.232 1.744
H 0.850 -0.937 -0.348
H -1.096 -1.112 -0.484
H 0.108 -1.443 -2.472
```

Record 7
This record from OMol25 describes a molecular structure, C12H24N3O5PRuS2. The level of theory is wB97M-V/def2-TZVPD.

Output
F_max ... 0.345 eV/Å
ΔE to the lowest compared entry with this formula, charge and spin ... 0.0 kJ/mol
Gap between HOMO and LUMO ... 7.860 eV
E ... -61083.633 eV

Geometry as XYZ:
```
48
C12H24N3O5PRuS2 wB97M-V/def2-TZVPD
Ru -0.493 0.785 0.162
C 0.634 0.581 3.118
O -0.511 0.986 2.360
C -1.687 0.276 2.753
C -2.869 0.882 2.039
O -2.626 0.921 0.622
C -3.106 2.124 -0.007
C -2.187 3.283 0.307
O -0.869 2.929 -0.103
C 0.111 3.878 0.301
H 0.453 0.784 4.176
H 0.834 -0.481 2.964
H 1.477 1.160 2.755
H -1.567 -0.782 2.508
H -1.838 0.379 3.833
H -3.763 0.283 2.224
H -3.043 1.895 2.407
H -3.124 1.917 -1.074
H -4.125 2.335 0.323
H -2.513 4.172 -0.241
H -2.177 3.517 1.378
H -0.174 4.873 -0.048
H 0.214 3.880 1.390
H 1.047 3.581 -0.160
C 4.153 -3.766 0.308
C 2.901 -3.279 0.996
O 2.802 -1.838 0.884
P 1.738 -1.193 -0.101
S 1.903 0.790 -0.112
S -0.168 -1.601 0.356
O 2.165 -1.887 -1.467
C 1.419 -1.632 -2.682
C 2.109 -2.364 -3.806
H 4.249 -4.845 0.442
H 5.033 -3.285 0.734
H 4.113 -3.547 -0.758
H 2.922 -3.489 2.064
H 2.006 -3.742 0.575
H 1.392 -0.554 -2.850
H 0.396 -1.982 -2.536
H 3.130 -2.005 -3.933
H 1.564 -2.197 -4.735
H 2.135 -3.436 -3.610
N -0.858 0.666 -1.874
C -1.752 0.200 -2.474
N -2.689 -0.313 -3.182
C -3.862 0.310 -3.124
N -4.897 0.829 -3.099
```